60
Properties=species:S:1:pos:R:3:forces:R:3:lowdin_charge:R:1 method="wB97M-V/def2-TZVPD" lumo_ev=0.7 gap_ev=9.29 smiles="CC(C)[C@H](NC(=O)C1CCN(S(=O)(=O)c2ccccc2)CC1)C(=O)NCc1ccco1" relative_energy_kcal_mol=22.7
C 5.064 -1.385 -1.518 0.0 0.0 0.1 -0.061
H 4.341 -2.148 -1.803 -0.1 -0.1 -0.1 0.068
H 6.050 -1.751 -1.791 0.1 -0.1 -0.1 0.081
H 4.863 -0.477 -2.079 0.0 0.0 -0.1 0.074
C 5.026 -1.091 -0.019 -0.1 0.2 0.0 -0.363
C 6.186 -0.176 0.368 -0.2 -0.1 0.0 -0.061
H 6.165 0.048 1.433 0.1 0.0 0.1 0.081
H 7.134 -0.655 0.136 0.1 0.0 0.0 0.079
H 6.125 0.755 -0.187 0.0 0.1 0.0 0.080
H 5.129 -2.038 0.528 -0.1 0.1 0.0 0.140
C 3.704 -0.456 0.441 0.2 0.0 0.1 -0.194
N 2.579 -1.334 0.165 0.4 0.0 -0.3 0.140
C 1.444 -1.317 0.887 -0.1 -0.5 -0.2 -0.440
O 1.308 -0.589 1.858 -0.1 0.1 0.4 0.048
C 0.375 -2.300 0.416 -0.2 -0.1 0.2 -0.210
C -0.013 -2.067 -1.051 0.1 0.2 0.0 -0.113
C -0.676 -0.698 -1.199 0.2 -0.2 -0.6 -0.177
N -1.847 -0.587 -0.359 -1.0 -0.4 -0.5 -0.217
S -3.218 -1.354 -0.950 0.1 0.4 0.2 0.685
O -3.212 -1.198 -2.376 0.1 0.2 -0.1 -0.278
O -3.377 -2.684 -0.421 -0.1 0.2 0.2 -0.284
C -4.485 -0.303 -0.250 0.3 -0.4 -0.1 -0.273
C -4.670 0.949 -0.803 -0.1 0.1 -0.1 -0.072
C -5.627 1.792 -0.263 0.1 0.0 -0.1 -0.070
C -6.382 1.374 0.822 0.0 0.0 0.1 -0.073
C -6.192 0.113 1.365 0.0 0.0 0.0 -0.066
C -5.237 -0.734 0.824 0.0 -0.2 0.0 -0.061
H -5.073 -1.728 1.211 0.0 -0.1 0.1 0.114
H -6.788 -0.211 2.205 0.0 0.0 0.1 0.107
H -7.126 2.033 1.244 -0.1 0.1 0.0 0.105
H -5.783 2.773 -0.686 0.0 0.1 -0.1 0.109
H -4.069 1.233 -1.651 0.1 0.1 -0.1 0.110
C -1.584 -0.845 1.041 -0.1 -0.2 0.6 -0.179
C -0.884 -2.184 1.282 0.1 0.1 0.1 -0.119
H -0.616 -2.256 2.336 0.0 0.0 0.0 0.123
H -1.569 -2.992 1.026 0.1 0.0 0.1 0.106
H -2.545 -0.823 1.558 0.1 0.1 0.2 0.118
H -0.964 -0.028 1.418 -0.2 0.0 0.0 0.109
H -1.010 -0.541 -2.225 0.3 0.1 0.0 0.119
H 0.022 0.097 -0.920 -0.1 0.1 0.0 0.123
H 0.846 -2.134 -1.721 0.0 0.0 -0.1 0.113
H -0.736 -2.830 -1.348 0.1 -0.1 -0.1 0.122
H 0.794 -3.308 0.524 0.0 0.1 0.0 0.154
H 2.640 -1.895 -0.668 -0.1 0.0 0.1 0.125
C 3.400 0.931 -0.169 0.1 -0.3 0.5 -0.431
O 3.891 1.365 -1.189 0.2 0.1 -0.4 0.066
N 2.506 1.608 0.576 -0.3 0.3 0.3 0.094
H 2.059 1.132 1.355 0.1 -0.1 -0.1 0.112
C 1.954 2.886 0.165 0.0 0.0 -0.2 -0.078
C 0.475 2.807 -0.029 0.0 0.0 0.8 -0.264
C -0.547 2.693 0.870 0.5 0.1 -0.4 -0.026
C -1.740 2.632 0.109 0.0 0.1 -0.6 -0.066
C -1.354 2.711 -1.192 -0.8 -0.1 0.5 -0.129
O -0.019 2.812 -1.285 0.5 0.1 -0.3 0.050
H -1.907 2.706 -2.110 0.0 0.0 -0.2 0.122
H -2.738 2.539 0.484 -0.2 0.0 0.0 0.095
H -0.460 2.663 1.937 0.1 0.0 0.3 0.116
H 2.436 3.157 -0.777 0.0 0.1 0.2 0.130
H 2.190 3.637 0.928 0.0 0.0 -0.2 0.132
H 3.739 -0.327 1.531 0.0 0.0 -0.2 0.155



7
Properties=species:S:1:pos:R:3:forces:R:3:lowdin_charge:R:1 method="wB97M-V/def2-TZVPD" lumo_ev=-1.6 gap_ev=10.48 relative_energy_kcal_mol=41.6
C 0.662 2.191 -0.038 -0.7 -2.0 -0.2 -0.386
C 2.744 -0.429 -0.014 -5.1 1.2 0.0 -0.304
N 0.629 3.339 -0.001 0.2 0.0 0.0 0.069
N 3.769 -0.931 -0.032 1.3 -0.5 0.0 -0.038
Si 0.356 0.269 0.008 2.9 1.0 -0.1 0.781
H -0.512 -0.312 -1.086 1.0 0.4 0.3 -0.052
H -0.288 0.024 1.301 0.4 -0.2 0.1 -0.070



47
Properties=species:S:1:pos:R:3:forces:R:3:lowdin_charge:R:1 method="wB97M-V/def2-TZVPD" lumo_ev=0.4 gap_ev=8.44 smiles="CCOc1cc(/C=C(/NC(C)=O)C(=O)O)cc(Cl)c1OCc1cccc(Br)c1" relative_energy_kcal_mol=5.7
C -1.263 3.217 2.019 0.3 -0.3 0.0 -0.054
C 0.119 2.700 1.629 -0.2 0.3 -0.2 -0.234
O 0.525 1.582 2.396 -0.1 -0.3 0.2 -0.025
C 0.105 0.343 2.054 0.1 -0.3 0.2 -0.177
C -0.788 0.051 1.037 0.0 0.1 0.1 0.052
C -1.075 -1.267 0.683 0.3 0.0 0.6 -0.202
C -0.580 -2.300 1.476 -0.1 0.2 -0.2 -0.063
C 0.297 -2.013 2.506 0.0 0.4 0.2 -0.585
C 0.707 -0.712 2.772 0.0 0.0 0.0 -0.253
O 1.731 -0.425 3.643 -0.6 -0.1 0.0 -0.045
C 3.029 -0.665 3.075 0.3 -0.1 -0.2 -0.124
C 3.052 -0.250 1.627 0.1 0.0 0.0 -0.203
C 2.659 -1.166 0.658 0.2 0.1 -0.1 -0.087
C 2.439 -0.737 -0.637 0.0 -0.2 -0.1 -0.652
C 2.651 0.576 -1.012 0.0 0.0 0.0 -0.126
C 3.094 1.471 -0.054 0.0 0.1 0.0 -0.068
C 3.278 1.069 1.259 0.1 -0.1 0.0 -0.032
H 3.575 1.785 2.010 0.0 0.1 0.1 0.122
H 3.272 2.499 -0.332 0.0 0.1 0.0 0.108
H 2.451 0.893 -2.023 0.0 0.0 -0.1 0.101
Br 1.780 -1.983 -1.906 0.1 0.0 0.0 0.771
H 2.497 -2.202 0.917 0.0 -0.1 0.0 0.108
H 3.284 -1.728 3.173 0.0 0.2 0.0 0.106
H 3.714 -0.069 3.682 0.0 -0.1 -0.1 0.132
Cl 0.967 -3.310 3.432 0.1 -0.1 0.1 0.742
H -0.824 -3.327 1.255 0.0 -0.1 0.0 0.111
C -1.806 -1.615 -0.520 -0.2 0.3 -0.7 0.012
C -1.939 -0.875 -1.632 0.1 -0.2 0.5 -0.143
N -2.579 -1.385 -2.756 -0.2 -0.3 0.1 0.137
C -2.585 -0.745 -3.963 -0.3 -0.2 -0.3 -0.490
O -2.097 0.354 -4.104 0.0 0.0 -0.4 0.094
C -3.251 -1.534 -5.061 0.1 0.2 -0.1 0.011
H -3.290 -0.930 -5.963 0.0 0.0 0.0 0.087
H -4.259 -1.816 -4.768 -0.1 -0.1 0.0 0.085
H -2.676 -2.436 -5.262 0.0 -0.1 0.0 0.088
H -2.947 -2.323 -2.686 0.0 0.2 -0.1 0.155
C -1.403 0.523 -1.817 0.6 0.3 0.2 -0.524
O -0.245 0.801 -1.962 -0.1 -0.1 0.0 0.111
O -2.373 1.433 -1.662 -0.5 0.2 0.2 0.124
H -2.042 2.315 -1.893 0.2 -0.2 0.0 0.142
H -2.197 -2.625 -0.544 -0.1 -0.1 -0.1 0.122
H -1.252 0.847 0.485 0.0 0.2 0.0 0.095
H 0.173 2.465 0.559 0.1 0.0 0.1 0.115
H 0.870 3.463 1.852 -0.1 -0.1 -0.1 0.126
H -2.037 2.483 1.810 -0.1 0.0 0.0 0.070
H -1.480 4.127 1.466 -0.1 0.1 -0.1 0.077
H -1.281 3.439 3.083 0.0 0.1 0.1 0.081



24
Properties=species:S:1:pos:R:3:forces:R:3:lowdin_charge:R:1 method="wB97M-V/def2-TZVPD" total_charge=-1 lumo_ev=2.5 gap_ev=7.44
Cu 0.131 1.067 -0.249 0.0 0.2 0.0 0.109
F -1.070 -3.069 5.130 0.0 0.0 0.0 0.099
C -0.920 -1.984 4.356 0.0 0.0 -0.1 -0.154
C -0.517 -2.107 3.038 0.0 0.1 0.1 -0.153
F -0.272 -3.322 2.530 0.0 0.0 0.0 0.106
C -0.364 -0.977 2.254 0.0 -0.1 0.1 -0.232
F 0.034 -1.189 0.988 0.0 0.0 0.0 0.043
C -0.601 0.318 2.722 0.1 0.0 -0.2 -0.534
S -0.409 1.771 1.755 0.0 -0.2 0.2 0.629
C -1.003 0.392 4.055 0.0 0.0 0.1 -0.254
F -1.254 1.585 4.614 0.0 0.0 0.0 0.066
C -1.163 -0.721 4.861 0.0 0.0 -0.1 -0.155
F -1.552 -0.581 6.137 0.0 0.0 0.0 0.101
Cl -1.893 -0.311 -2.391 0.1 0.0 0.0 0.628
C -0.396 0.332 -3.032 0.0 0.0 0.0 -0.701
C 0.515 0.889 -2.140 0.0 -0.1 0.0 -0.283
C 1.687 1.365 -2.716 0.0 0.0 0.0 -0.704
Cl 2.901 2.067 -1.668 -0.1 0.0 0.0 0.621
C 1.952 1.315 -4.081 0.0 0.0 0.0 -0.715
Cl 3.431 1.930 -4.735 0.0 0.0 0.0 0.636
C 1.004 0.753 -4.931 0.0 0.0 -0.1 -0.714
Cl 1.302 0.672 -6.633 0.0 0.0 0.0 0.638
C -0.183 0.254 -4.405 0.0 0.0 0.0 -0.715
Cl -1.358 -0.451 -5.460 0.0 0.0 0.0 0.637



61
Properties=species:S:1:pos:R:3:forces:R:3:lowdin_charge:R:1 method="wB97M-V/def2-TZVPD" total_charge=-1 lumo_ev="2.4 / 2.4" gap_ev="5.97 / 5.83" relative_energy_kcal_mol=45.6
Pt -0.540 0.512 -0.499 -0.5 0.3 -0.1 0.813
C -1.095 2.167 4.274 0.0 0.0 0.0 -0.129
O -0.116 1.308 3.698 -0.1 0.1 0.0 -0.237
C -0.226 1.011 2.393 0.4 -0.4 0.0 -1.248
S 0.915 -0.037 1.761 0.6 0.0 1.0 0.618
S -1.500 1.634 1.459 0.3 -0.4 -0.9 0.666
H -0.816 2.267 5.321 0.0 0.0 0.0 0.088
H -2.092 1.733 4.183 0.0 0.0 0.0 0.075
H -1.090 3.141 3.784 0.0 0.0 0.0 0.076
C 3.282 0.149 -0.934 0.0 0.0 0.0 -0.207
As 2.097 -1.171 -1.674 0.3 -0.1 0.2 0.987
C 1.973 -2.630 -0.422 -0.1 0.1 0.0 -0.215
C 2.993 -1.886 -3.224 -0.1 0.0 0.0 -0.215
O 0.598 -0.644 -2.133 -0.5 0.4 0.2 -0.557
H 3.786 -0.257 -0.058 0.0 0.0 0.0 0.034
H 2.664 1.006 -0.663 0.0 0.0 0.1 -0.006
H 4.011 0.440 -1.689 0.0 0.0 0.0 0.037
H 2.896 -2.732 0.147 0.0 0.0 0.0 0.039
H 1.758 -3.551 -0.963 0.0 0.0 0.0 0.040
H 1.147 -2.398 0.253 0.1 0.0 -0.1 -0.026
H 3.960 -2.306 -2.950 0.0 0.0 0.0 0.034
H 3.129 -1.072 -3.935 0.0 0.0 0.0 0.036
H 2.363 -2.653 -3.671 0.0 0.0 0.0 0.035
N 0.834 -3.388 4.651 0.0 0.0 0.0 0.090
C -0.086 -3.036 3.655 0.0 0.0 0.0 -0.335
C -1.074 -2.091 3.917 0.0 0.0 0.0 -0.043
C -1.966 -1.720 2.928 0.0 -0.1 0.0 -0.077
C -1.886 -2.306 1.675 0.0 0.0 0.0 -0.307
C -0.941 -3.288 1.419 0.0 0.0 0.0 -0.084
C -0.044 -3.652 2.405 0.0 0.0 0.0 -0.051
S -3.011 -1.824 0.412 0.0 0.1 0.1 0.551
O -4.005 -0.968 1.013 0.1 -0.1 0.0 -0.321
O -3.497 -3.022 -0.242 0.0 -0.1 0.0 -0.362
N -2.051 -1.047 -0.630 0.5 0.6 -0.2 -0.275
C -2.600 -0.767 -1.864 0.1 0.0 -0.1 -0.726
S -3.867 -1.624 -2.703 0.0 0.0 0.0 1.032
C -3.709 -0.509 -4.016 0.0 -0.1 0.0 -0.426
C -2.730 0.383 -3.746 0.0 -0.2 0.0 -0.254
N -2.112 0.233 -2.537 -0.3 0.1 -0.5 -0.028
H 1.003 -2.640 5.307 0.0 0.0 0.0 0.083
H 1.708 -3.727 4.277 0.0 0.0 0.0 0.080
H -1.113 -1.617 4.890 0.0 0.0 0.0 0.113
H -2.720 -0.966 3.103 0.0 0.0 0.0 0.108
H -0.911 -3.752 0.441 0.0 0.0 0.0 0.119
H 0.712 -4.404 2.205 0.0 0.0 0.0 0.110
H -4.335 -0.576 -4.889 0.0 0.0 0.0 0.044
H -2.409 1.183 -4.398 0.0 0.0 0.0 0.098
C 0.393 4.329 -0.311 0.0 0.0 0.0 0.009
C 0.763 3.241 -1.330 -0.2 0.2 -0.1 -0.482
O 0.912 2.014 -0.777 -0.3 -0.8 0.3 -0.330
C -0.298 3.257 -2.458 -0.1 -0.1 0.0 -0.567
F -0.075 2.340 -3.404 0.0 0.0 0.0 0.148
F -0.360 4.459 -3.086 0.0 0.1 0.0 0.125
F -1.520 3.035 -1.956 0.0 0.2 0.0 0.122
C 2.146 3.592 -1.933 0.0 0.0 0.0 -0.553
F 3.078 3.603 -0.960 0.1 0.0 0.0 0.138
F 2.558 2.704 -2.852 0.0 0.0 0.0 0.145
F 2.195 4.808 -2.516 0.0 0.0 0.0 0.133
H -0.564 4.066 0.134 0.0 0.0 0.0 0.057
H 0.334 5.322 -0.758 0.0 0.0 0.0 0.089
H 1.148 4.318 0.474 0.0 0.0 0.0 0.095



44
Properties=species:S:1:pos:R:3:forces:R:3:lowdin_charge:R:1 method="wB97M-V/def2-TZVPD" lumo_ev=0.3 gap_ev=8.77 smiles=CSCCCN.O.O.O.O.O.O.O.O.O relative_energy_kcal_mol=61.8
C -3.078 -1.647 -1.575 1.4 -0.3 1.0 -0.262
C -1.643 -1.984 -0.996 -1.5 -0.5 -0.1 -0.248
C -1.599 -1.878 0.520 3.5 0.2 -1.2 -0.428
S 0.037 -2.497 1.319 -1.5 0.5 0.6 0.740
C -0.549 -2.153 3.088 1.8 0.0 -1.5 -0.363
N -3.202 -0.310 -2.122 0.0 -0.2 -1.1 0.003
H -3.227 -2.352 -2.367 -0.3 -0.3 -0.7 0.090
H -3.823 -1.924 -0.802 0.1 0.7 -0.4 0.117
H -1.494 -3.018 -1.191 0.3 -1.1 -0.5 0.080
H -0.929 -1.444 -1.613 0.4 0.2 0.7 0.083
H -1.417 -0.857 0.724 -1.1 1.2 1.0 0.039
H -2.339 -2.466 0.984 -1.2 0.0 0.6 0.058
H -1.368 -2.793 3.243 -1.7 0.0 0.2 0.004
H -0.611 -1.080 3.337 -0.3 -0.7 -0.3 0.037
H 0.189 -2.641 3.696 0.8 0.2 0.4 0.007
H -3.116 0.416 -1.456 -0.2 0.6 1.1 0.023
H -2.471 -0.115 -2.817 -0.5 -0.5 0.2 0.077
H 1.746 -1.228 -2.789 -0.5 0.9 1.3 0.097
H 2.230 -0.534 -1.453 -0.6 0.0 -0.4 0.005
O 1.427 -0.674 -2.022 0.5 -1.2 -1.1 -0.097
H -1.403 1.567 -1.406 0.0 -0.4 -0.5 0.023
H -0.112 2.218 -0.858 0.8 0.2 -0.1 -0.001
O -1.045 2.098 -0.704 -0.9 0.0 0.5 -0.039
H 0.907 4.287 -0.339 0.0 -1.2 0.7 0.107
H 1.802 3.352 -1.033 0.3 -0.9 -0.4 0.039
O 1.247 3.359 -0.246 -0.2 2.2 -0.4 -0.070
H 3.266 0.678 -0.099 0.1 -0.6 0.7 0.015
H 3.866 -0.685 -0.729 0.1 0.2 0.8 0.032
O 3.637 0.243 -0.877 0.5 0.1 -1.0 -0.063
H 1.954 1.632 2.151 0.8 -1.5 0.1 0.059
H 1.861 1.996 0.849 0.1 0.1 -1.4 -0.008
O 2.256 1.234 1.291 -0.9 1.4 1.5 -0.072
H -0.368 2.179 2.519 -0.7 -0.2 0.2 0.031
H -0.482 1.685 4.030 -0.8 -0.2 0.0 0.032
O 0.079 2.041 3.356 1.5 0.5 -0.4 -0.035
H -3.303 2.892 0.741 -0.3 0.2 0.1 0.031
H -2.329 1.799 0.628 0.3 -0.2 0.0 -0.033
O -3.128 2.028 1.120 0.0 0.0 0.0 -0.072
H 3.386 -2.403 1.060 -0.1 0.2 0.7 0.038
H 2.890 -3.252 -0.093 0.0 0.2 0.0 0.047
O 3.369 -2.439 0.111 0.2 -0.3 -0.7 -0.055
H 3.036 1.832 -2.241 0.1 -0.6 0.0 0.026
H 1.721 0.990 -2.387 0.2 -0.5 0.1 -0.024
O 2.129 1.850 -2.553 -0.2 1.7 -0.3 -0.070